Record 1
ORCA calculation (the ωB97M-V functional and the def2-TZVPD basis) on a structure of composition C2H5N2O.

Geometry as XYZ:
```
10
Properties=species:S:1:pos:R:3:forces:R:3
C -0.09118 0.06620 0.39159 4.227 -1.290 -2.393
C -1.38948 0.42242 -0.09583 -2.122 1.155 -1.583
N 0.68723 -0.04690 1.33511 0.137 -0.858 -0.269
N 1.19460 -0.41976 -0.84205 -4.240 0.950 1.544
O 1.42618 -0.43318 2.12932 -0.086 0.528 0.562
H -1.26599 1.39886 -0.72495 -0.336 -1.675 1.111
H -1.56352 -0.41392 -0.84030 -0.208 0.977 0.670
H -2.30706 0.52277 0.61379 2.082 -0.278 -0.898
H 1.47140 -1.38904 -0.85545 0.023 -0.190 0.760
H 1.83783 0.29256 -1.11122 0.523 0.682 0.495
```
Forces are in eV/Å.

Results
HOMO level (spin up / spin down) ... -15.96 / -15.94 eV
Charge ... +1
Electronic energy ... -7169.367 eV

Atom charges from the natural (NBO) analysis, given in e for atoms 1 to 6:
1. C 0.40
2. C -0.73
3. N 0.32
4. N -0.69
5. O -0.05
6. H 0.31

Record 2
ORCA calculation (the ωB97M-V functional and the def2-TZVPD basis) on a structure of composition C2H5N2O.

Geometry as XYZ:
```
10
Properties=species:S:1:pos:R:3:forces:R:3
C -0.27427 0.13000 0.08615 1.187 -4.590 -0.068
C 0.69858 1.20129 0.11112 0.786 0.342 0.315
N -1.48010 -0.00265 0.01723 0.487 2.364 0.229
N 0.19683 -1.65710 0.16147 0.541 3.823 -0.925
O -2.59294 -0.27469 -0.03596 -2.727 -1.033 -0.172
H 0.48890 1.89066 -0.71106 -0.094 -0.059 -0.028
H 0.62451 1.75414 1.04869 -0.032 0.026 0.023
H 1.71688 0.82798 0.00479 -0.104 -0.033 -0.030
H 1.09732 -1.65787 -0.32014 0.266 -0.565 0.409
H -0.47570 -2.21177 -0.36229 -0.310 -0.276 0.246
```
Forces are in eV/Å.

Results
HOMO level (spin up / spin down) ... -15.01 / -16.02 eV
Charge ... +1
Electronic energy ... -7168.889 eV
Multiplicity ... 3

Atom charges from the natural (NBO) analysis, given in e for atoms 1 to 6:
1. C 0.43
2. C -0.72
3. N 0.19
4. N -0.51
5. O -0.03
6. H 0.30

Record 3
ORCA calculation (the ωB97M-V functional and the def2-TZVPD basis) on a cluster of 2 separate species, C2H5N2O2 in total.

Geometry as XYZ:
```
11
Properties=species:S:1:pos:R:3:forces:R:3
N 1.31359 -0.71472 0.77044 0.915 3.335 -1.014
C 2.30793 0.18844 0.33109 -0.749 0.412 2.384
N 3.53717 0.03094 0.68115 -1.463 -0.763 -1.390
H 1.60465 -1.65282 0.74385 -0.267 -1.228 0.140
H 0.39177 -0.33883 0.56728 0.388 -1.309 0.125
H 1.85464 1.18968 -0.00327 0.742 -1.447 -0.213
H 4.05816 0.69307 0.14645 0.803 0.880 0.075
O -1.39016 0.03538 -0.01786 -1.151 0.148 -0.859
C -2.47521 -0.09446 -0.75824 -1.587 1.070 0.569
O -3.41643 0.65629 -0.98193 2.400 -1.790 0.282
H -2.40804 -1.20187 -1.05434 -0.032 0.692 -0.100
```
Forces are in eV/Å.

Results
HOMO level (spin up / spin down) ... -9.22 / -9.21 eV
Electronic energy ... -9227.093 eV
Multiplicity ... 2

Atom charges from the natural (NBO) analysis, given in e for atoms 1 to 6:
1. N -0.84
2. C 0.27
3. N -0.70
4. H 0.40
5. H 0.40
6. H 0.14

Record 4
ORCA calculation (the ωB97M-V functional and the def2-TZVPD basis) on a cluster of 2 separate species, C2H5N2O2 in total.

Geometry as XYZ:
```
11
Properties=species:S:1:pos:R:3:forces:R:3
C -1.81352 0.88619 -0.05078 0.306 -2.761 -6.553
C 1.76856 -0.68475 -0.02377 -0.309 -1.319 -3.420
N -2.05439 1.59556 0.86170 -0.645 2.171 5.543
N -1.37466 0.16783 -1.00810 1.959 -1.870 -0.269
O 0.62070 -0.83278 0.34673 0.008 0.429 0.655
O 2.87849 -0.84367 0.56959 1.121 0.074 2.666
H 2.08894 -0.64688 -1.08516 -0.918 0.708 -0.075
H 2.76675 -0.99810 1.52787 0.131 -0.035 0.007
H -2.68006 1.76199 1.61348 -0.532 1.049 0.341
H -0.51200 -0.57555 -0.70903 -0.982 1.432 -0.479
H -1.68881 0.17016 -2.04254 -0.139 0.121 1.583
```
Forces are in eV/Å.

Results
HOMO level (spin up / spin down) ... -10.65 / -15.88 eV
Charge ... +1
Electronic energy ... -9216.536 eV
Multiplicity ... 3

Atom charges from the Mulliken analysis, given in e for atoms 1 to 6:
1. C 0.31
2. C 0.34
3. N -0.13
4. N -0.23
5. O -0.61
6. O -0.34

Record 5
ORCA calculation (the ωB97M-V functional and the def2-TZVPD basis) on a cluster of 2 separate species, C2H5N2O2S in total.

Geometry as XYZ:
```
12
Properties=species:S:1:pos:R:3:forces:R:3
C -0.18306 -0.41839 0.98173 0.919 0.095 0.344
C 2.17078 -2.37743 0.29219 1.102 0.514 -0.128
N -0.21543 2.97955 -0.76092 -1.197 0.817 -0.520
N -0.90798 -1.58880 0.28218 -1.208 -0.634 1.724
O -0.26813 0.50075 0.16875 -1.095 -0.076 -1.297
O 3.20282 -1.92430 0.21427 -1.058 -0.541 0.112
S 0.57404 2.06657 0.19053 2.273 -0.273 2.178
H -0.93056 3.61213 -0.42301 -0.086 -0.134 -0.233
H -0.07986 2.85702 -1.73626 -0.107 0.408 -0.947
H -1.55285 -1.82647 1.03460 -0.613 -0.087 0.128
H -0.33662 -2.42275 0.30489 0.820 -0.263 -0.655
H -1.47313 -1.45789 -0.54895 0.249 0.175 -0.705
```
Forces are in eV/Å.

Results
HOMO level ... -13.79 eV
Charge ... +1
Electronic energy ... -20055.237 eV

Atom charges from the natural (NBO) analysis, given in e for atoms 1 to 6:
1. C 0.41
2. C 0.45
3. N -0.95
4. N -0.80
5. O -0.63
6. O -0.44

Record 6
ORCA calculation (the ωB97M-V functional and the def2-TZVPD basis) on the ion C2H5N2O2S2 with charge +1.

Geometry as XYZ:
```
13
Properties=species:S:1:pos:R:3:forces:R:3
C -0.16258 0.93144 0.26695 1.963 -3.181 -1.855
C -1.02383 -1.80680 0.12496 -0.640 -2.019 -0.696
N -1.33062 0.54054 0.67981 2.660 -1.045 -1.361
N 0.85079 -0.70255 -0.57642 -1.449 2.318 0.495
O -1.48602 -0.86563 1.01126 -1.102 1.597 0.861
O 0.44575 -1.73622 0.13931 -0.533 -0.793 0.777
S 2.42347 2.03526 -0.76959 -0.382 -1.764 1.668
S 0.49043 2.42087 0.10286 0.595 1.127 -0.419
H -1.50223 -2.81319 0.55952 1.916 2.116 -0.548
H -1.37406 -1.80944 -0.93172 0.278 0.851 0.612
H -1.78644 1.23890 1.20573 -2.029 -0.137 1.270
H 1.81785 -0.46631 -0.24791 -0.719 -0.451 0.085
H 2.63747 3.03313 -1.56477 -0.560 1.381 -0.889
```
Forces are in eV/Å.

Results
HOMO level (spin up / spin down) ... -13.94 / -13.94 eV
Charge ... +1
Electronic energy ... -30886.369 eV

Atom charges from the natural (NBO) analysis, given in e for atoms 1 to 6:
1. C 0.07
2. C 0.16
3. N -0.27
4. N -0.12
5. O -0.31
6. O -0.31

Here are the calculated energy relative to the best compared isomer or geometry (same formula, charge and spin) numbers, same order: 153.69, 57.14, 12.22, 0.00, 18.65, 106.87 (kcal per mole).